*P*
Computed, not measured: C21H24N2O5 in the gas phase, with the ωB97M-V functional and the def2-TZVPD basis.

Last column: Mulliken charge in e.
Geometry (Å):
O: -4.431 -2.081 1.825  -0.7039
C: -3.737 -1.891 0.845  0.7239
C: -3.027 -3.085 0.197  -0.6260
O: -2.178 -2.833 -0.897  -0.4895
C: -0.917 -2.403 -0.670  0.1139
C: -0.048 -2.471 -1.771  -0.9567
C: 1.253 -2.064 -1.656  -0.8457
C: 1.740 -1.562 -0.442  0.7590
C: 3.064 -1.082 -0.219  0.9774
C: 3.422 -0.573 0.986  0.5376
C: 2.502 -0.477 2.091  0.1308
O: 2.724 0.001 3.177  -0.6805
O: 1.237 -0.970 1.848  -0.5125
C: 0.860 -1.487 0.654  -0.7926
C: -0.457 -1.920 0.545  0.6892
C: 4.856 -0.141 1.009  -1.0154
C: 5.246 -0.153 -0.480  -0.6742
C: 4.214 -1.059 -1.178  -0.8868
N: -3.590 -0.698 0.251  -0.0170
C: -4.320 0.449 0.747  -1.1175
C: -3.425 1.651 1.040  -0.4110
C: -2.961 2.369 -0.244  -1.0942
N: -1.529 2.387 -0.394  0.1298
C: -0.690 3.420 0.168  -0.6004
C: 0.656 3.187 -0.525  -0.8312
C: 0.634 1.691 -0.835  0.1714
C: -0.845 1.361 -0.930  0.3324
O: -1.352 0.356 -1.392  -0.7428
H: -3.818 -3.733 -0.197  0.3713
H: -2.506 -3.639 0.989  0.3821
H: -0.441 -2.842 -2.703  0.4451
H: 1.919 -2.122 -2.503  0.4552
H: -1.096 -1.832 1.409  0.6002
H: 4.980 0.836 1.474  0.2884
H: 5.446 -0.856 1.588  0.3074
H: 6.265 -0.504 -0.632  0.3180
H: 5.174 0.857 -0.884  0.3087
H: 3.928 -0.681 -2.160  0.3410
H: 4.596 -2.075 -1.310  0.3443
H: -2.936 -0.562 -0.515  0.2788
H: -5.092 0.734 0.022  0.3195
H: -4.813 0.116 1.664  0.5024
H: -3.977 2.344 1.675  0.3952
H: -2.551 1.312 1.600  0.2790
H: -3.362 1.850 -1.119  0.5188
H: -3.314 3.402 -0.261  0.4377
H: -1.109 4.407 -0.040  0.3721
H: -0.606 3.300 1.256  0.2962
H: 1.496 3.473 0.104  0.3890
H: 0.703 3.762 -1.450  0.3094
H: 1.161 1.415 -1.746  0.5313
H: 1.053 1.114 -0.011  -0.3587

Calculated values
Structure (SMILES): O=C(COc1ccc2c3c(c(=O)oc2c1)CCC3)NCCCN1CCCC1=O
Gap between HOMO and LUMO: 8.48 eV
Lowest unoccupied orbital energy: 0.0119 Ha



*Q*
Computed, not measured: C21H24N2O5 in the gas phase, with the ωB97M-V functional and the def2-TZVPD basis.

Last column: Mulliken charge in e.
Geometry (Å):
C: 0.671 -1.465 5.096  -1.1246
C: -0.326 -1.886 4.026  -0.3298
O: -0.786 -0.762 3.269  -0.2400
C: -1.790 -0.054 3.782  0.6176
O: -2.328 -0.283 4.831  -0.6120
C: -2.198 1.086 2.853  -0.9164
N: -1.224 1.379 1.843  0.1043
C: 0.038 2.023 2.161  -0.6360
C: 0.593 2.364 0.793  1.1592
C: 2.043 2.380 0.366  -1.1484
C: 2.036 3.028 -0.793  -0.6526
C: 0.600 3.453 -1.020  -0.0002
O: 0.125 3.617 0.308  -0.6163
C: -0.222 2.198 -1.453  -0.3458
C: 0.260 1.429 -2.673  0.2252
O: 1.251 1.707 -3.313  -0.6791
N: -0.564 0.397 -2.944  -0.0761
C: -0.228 -0.648 -3.892  -1.4773
C: 0.312 -1.860 -3.174  0.9003
C: -0.489 -2.550 -2.272  -0.3091
C: 0.009 -3.636 -1.577  -0.8610
C: 1.318 -4.064 -1.766  0.9998
C: 1.844 -5.260 -1.033  -1.4250
C: 2.116 -3.370 -2.666  -0.6856
C: 1.622 -2.278 -3.358  -0.5617
C: -0.098 1.357 -0.176  0.0570
C: -1.370 0.992 0.557  0.2909
O: -2.342 0.444 0.083  -0.7409
H: 1.035 -2.344 5.618  0.4129
H: 1.515 -0.946 4.647  0.2714
H: 0.189 -0.805 5.813  0.3114
H: -1.188 -2.379 4.485  0.3393
H: 0.137 -2.547 3.291  0.3271
H: -2.418 1.970 3.460  0.3651
H: -3.116 0.777 2.339  0.3750
H: -0.134 2.927 2.751  0.3996
H: 0.701 1.344 2.707  0.1382
H: 2.840 1.879 0.877  0.4562
H: 2.829 3.207 -1.489  0.5031
H: 0.435 4.341 -1.621  0.6083
H: -1.260 2.508 -1.604  0.5862
H: -1.310 0.197 -2.292  0.2373
H: -1.126 -0.907 -4.461  0.3658
H: 0.524 -0.235 -4.567  0.4497
H: -1.511 -2.236 -2.109  0.4192
H: -0.628 -4.160 -0.878  0.3857
H: 1.410 -5.327 -0.037  0.3418
H: 2.927 -5.217 -0.945  0.3614
H: 1.584 -6.170 -1.574  0.2827
H: 3.137 -3.685 -2.826  0.3521
H: 2.261 -1.743 -4.046  0.3609
H: 0.495 0.451 -0.330  0.4330

Calculated values
Structure (SMILES): CCOC(=O)CN1C[C@]23C=C[C@H](O2)[C@@H](C(=O)NCc2ccc(C)cc2)[C@@H]3C1=O
Gap between HOMO and LUMO: 9.50 eV
Lowest unoccupied orbital energy: 0.0190 Ha



Stability summary - winner: *P*; margin: 23.9 kcal/mol.



*P*
Computed, not measured: C21H24N2O5 in the gas phase, with the ωB97M-V functional and the def2-TZVPD basis.

Last column: Mulliken charge in e.
Geometry (Å):
C: -5.149 -2.936 0.064  -1.0103
C: -4.008 -3.871 -0.325  -0.4173
O: -3.127 -3.293 -1.268  -0.4721
C: -2.198 -2.388 -0.865  0.7902
C: -1.969 -1.983 0.446  -0.2602
C: -0.975 -1.061 0.724  -0.5538
C: -0.195 -0.527 -0.287  -0.3588
C: 0.894 0.479 0.018  0.2199
C: 2.272 -0.099 -0.238  -0.8534
C: 2.730 -1.269 0.513  0.3113
O: 1.957 -1.998 1.114  -0.6687
C: 4.171 -1.521 0.536  0.1390
C: 4.836 -2.671 0.904  -0.4766
C: 6.208 -2.387 0.780  -0.5063
C: 6.282 -1.087 0.364  -0.4862
O: 5.066 -0.562 0.217  -0.2587
C: 2.831 0.582 -1.261  0.6960
O: 3.965 0.431 -1.939  -0.6149
C: 1.916 1.683 -1.678  0.7558
O: 2.162 2.467 -2.579  -0.7520
N: 0.838 1.614 -0.880  0.3273
C: -0.304 2.483 -0.978  -1.3104
C: -0.410 3.463 0.208  -0.4286
N: -1.781 3.572 0.672  -0.0418
C: -2.038 4.832 1.337  -1.0434
C: -2.158 2.456 1.515  -0.8541
C: -0.420 -0.935 -1.597  -0.1649
C: -1.410 -1.847 -1.884  -1.0534
H: -5.701 -2.639 -0.824  0.3039
H: -4.771 -2.039 0.549  0.3171
H: -5.825 -3.447 0.745  0.3501
H: -4.409 -4.751 -0.835  0.3129
H: -3.458 -4.209 0.562  0.3429
H: -2.546 -2.381 1.266  0.4149
H: -0.800 -0.770 1.749  0.6027
H: 0.798 0.803 1.061  0.5221
H: 4.378 -3.588 1.208  0.5366
H: 7.027 -3.048 0.975  0.4588
H: 7.121 -0.454 0.152  0.4629
H: 3.974 1.131 -2.620  0.3545
H: -0.200 3.032 -1.915  0.3759
H: -1.213 1.878 -1.030  0.4806
H: 0.267 3.131 1.016  0.2728
H: -0.074 4.450 -0.111  0.4466
H: -1.437 4.967 2.250  0.3774
H: -1.822 5.651 0.652  0.3570
H: -3.091 4.879 1.608  0.3256
H: -1.999 1.518 0.986  0.1152
H: -1.585 2.429 2.457  0.2942
H: -3.217 2.537 1.758  0.4587
H: 0.186 -0.532 -2.396  0.4238
H: -1.591 -2.172 -2.896  0.4388

Calculated values
Structure (SMILES): CCOc1ccc([C@H]2C(C(=O)c3ccco3)=C(O)C(=O)N2CCN(C)C)cc1
Gap between HOMO and LUMO: 8.14 eV
Lowest unoccupied orbital energy: -0.0054 Ha



*Q*
Computed, not measured: C21H24N2O5 in the gas phase, with the ωB97M-V functional and the def2-TZVPD basis.

Last column: Mulliken charge in e.
Geometry (Å):
C: -4.738 -2.716 -0.926  -0.8045
O: -4.572 -1.565 -0.135  -0.4636
C: -3.536 -0.726 -0.424  0.2749
C: -2.611 -0.915 -1.438  -0.6337
C: -1.595 0.012 -1.626  -0.8279
C: -1.488 1.125 -0.813  -0.1823
N: -0.469 2.079 -0.923  0.0004
C: 0.726 1.961 -1.553  0.3998
O: 1.028 1.035 -2.279  -0.6465
C: 1.660 3.131 -1.273  -1.0110
C: 2.065 3.227 0.202  -0.5984
C: 3.011 2.100 0.621  -1.0495
N: 2.460 0.791 0.339  0.1886
C: 3.034 -0.061 -0.593  0.0614
O: 4.062 0.173 -1.168  -0.6715
C: 2.172 -1.297 -0.676  -0.0418
C: 1.057 -1.075 0.349  1.3487
C: 1.327 0.290 0.936  -0.5344
O: 0.693 0.865 1.786  -0.7191
C: 1.288 -2.221 1.372  -0.0434
C: 0.948 -3.480 0.614  -0.7494
C: 1.905 -3.678 -0.283  -0.7460
C: 2.904 -2.556 -0.138  -0.1129
C: 2.818 -2.310 1.373  -0.8161
C: -2.437 1.328 0.210  1.2463
O: -2.275 2.467 0.947  -0.4634
C: -3.096 2.650 2.076  -0.9899
C: -3.444 0.403 0.396  -0.3436
H: -3.870 -3.381 -0.857  0.3099
H: -4.916 -2.461 -1.976  0.3266
H: -5.613 -3.225 -0.526  0.2528
H: -2.658 -1.772 -2.090  0.3972
H: -0.871 -0.135 -2.410  0.4334
H: -0.603 2.857 -0.292  0.2768
H: 1.159 4.053 -1.574  0.4418
H: 2.549 2.999 -1.893  0.3784
H: 1.183 3.198 0.845  0.3627
H: 2.577 4.175 0.374  0.4237
H: 3.951 2.157 0.066  0.5484
H: 3.213 2.175 1.694  0.3113
H: 1.834 -1.423 -1.704  0.5091
H: 0.045 -1.101 -0.056  -0.2545
H: 0.786 -2.067 2.323  0.5451
H: 0.047 -4.046 0.765  0.5076
H: 1.969 -4.443 -1.034  0.4590
H: 3.887 -2.711 -0.573  0.5099
H: 3.185 -3.155 1.954  0.3547
H: 3.317 -1.400 1.703  0.3440
H: -2.988 1.822 2.781  0.3867
H: -4.147 2.760 1.794  0.3545
H: -2.750 3.571 2.544  0.2657
H: -4.184 0.514 1.170  0.4840

Calculated values
Structure (SMILES): COc1ccc(NC(=O)CCCN2C(=O)[C@@H]3[C@H](C2=O)[C@H]2C=C[C@@H]3C2)c(OC)c1
Gap between HOMO and LUMO: 8.58 eV
Lowest unoccupied orbital energy: 0.0260 Ha



Stability summary - winner: *Q*; margin: 41.3 kcal/mol.



*P*
Computed, not measured: C5H9N3S in the gas phase, with the ωB97M-V functional and the def2-TZVPD basis.

Last column: Mulliken charge in e.
Geometry (Å):
C: -2.056 -0.483 -2.267  -0.7866
S: -1.210 -1.167 -0.830  -0.1648
C: -0.500 0.314 -0.166  0.7448
N: -0.952 1.574 -0.303  -0.5814
C: -2.040 2.162 -0.829  0.3873
N: -2.679 2.908 -1.427  -0.5441
N: 0.537 0.158 0.628  0.0381
C: 1.124 -1.081 0.960  -1.1537
C: 1.030 1.337 1.261  -0.9960
H: -1.636 -0.979 -3.058  0.3492
H: -1.716 0.608 -2.234  0.1771
H: -3.108 -0.400 -2.216  0.3292
H: 0.715 -1.554 1.828  0.3262
H: 0.860 -1.760 0.197  0.4335
H: 2.236 -0.945 0.922  0.3797
H: 1.829 1.231 1.925  0.4184
H: 1.455 2.114 0.562  0.2858
H: 0.179 1.716 1.734  0.3573

Calculated values
Structure (SMILES): CS/C(=N\C#N)N(C)C
Gap between HOMO and LUMO: 9.43 eV
Lowest unoccupied orbital energy: 0.0164 Ha



*Q*
Computed, not measured: 2 unconnected molecules or ions with the total composition C5H9N3S, with the ωB97M-V functional and the def2-TZVPD basis.

Last column: Mulliken charge in e.
Geometry (Å):
C: -1.733 0.426 1.034  -1.7992
C: -0.677 0.194 -0.007  1.7319
C: -0.444 -1.445 -0.026  -1.4437
C: -1.171 0.858 -1.323  -1.4147
C: 0.638 0.735 0.341  -0.1897
N: 1.554 1.271 0.756  -0.4665
H: -1.810 1.507 1.296  0.4254
H: -2.618 0.061 0.575  0.4084
H: -1.486 -0.039 1.893  0.4963
H: 0.295 -1.757 0.686  0.4178
H: -1.320 -1.994 0.407  0.3347
H: -0.132 -1.959 -0.936  0.3779
H: -1.363 1.879 -0.969  0.3901
H: -0.479 0.837 -2.138  0.3794
H: -2.119 0.394 -1.636  0.3629
N: 4.195 -1.449 0.566  -0.2068
N: 4.301 -0.440 0.072  0.2644
S: 4.371 0.920 -0.592  -0.0688

Calculated values
Structure (SMILES): CC(C)(C)C#N.N#[N+][S-]
Gap between HOMO and LUMO: 10.09 eV
Lowest unoccupied orbital energy: 0.0250 Ha



Stability summary - winner: *Q*; margin: 2.9 kcal/mol.



*P*
Computed, not measured: 2 unconnected molecules or ions with the total composition C4H12NO3, with the ωB97M-V functional and the def2-TZVPD basis.

Last column: Mulliken charge in e.
Geometry (Å):
C: -0.120 0.111 1.507  -0.8716
O: -0.018 1.468 1.586  -0.8461
C: -0.060 -0.507 0.135  0.6356
C: 1.280 -0.155 -0.625  -0.7947
C: 1.719 -1.306 -1.589  -0.3307
O: 0.574 -1.679 -2.332  -0.5690
N: -1.150 -0.093 -0.776  -0.7721
H: 0.721 -0.312 2.210  0.2682
H: -1.133 -0.178 1.922  0.3235
H: -0.252 -1.668 0.207  0.1112
H: 1.247 0.786 -1.169  0.2868
H: 2.047 -0.061 0.189  0.2724
H: 2.514 -1.073 -2.376  0.2360
H: 1.986 -2.227 -1.053  0.2475
H: -0.186 -1.153 -2.074  0.4370
H: -1.108 0.902 -1.032  0.2179
H: -2.030 -0.018 -0.191  0.3005
H: -1.361 2.062 1.562  0.3549
H: -2.545 2.417 2.341  0.2331
O: -2.124 2.685 1.558  -0.7402

Calculated values
Total charge: -1
Gap between HOMO and LUMO: 7.43 eV
Lowest unoccupied orbital energy: 0.1422 Ha



*Q*
Computed, not measured: a molecular structure, C4H12NO3, with the ωB97M-V functional and the def2-TZVPD basis.

Last column: Mulliken charge in e.
Geometry (Å):
C: -0.736 -0.127 -0.555  -0.5784
C: -1.048 0.080 0.955  0.4141
C: -2.242 1.091 1.201  -1.3448
O: 0.122 0.696 1.455  -0.7404
N: -0.006 -1.278 -0.890  -0.3988
C: 1.310 -1.536 -0.333  -0.4348
O: 1.961 -0.561 0.340  -0.7534
H: 0.007 0.743 -0.881  0.2627
H: -1.742 -0.170 -1.136  0.2886
H: -1.357 -0.928 1.357  0.1233
H: -3.222 0.833 0.624  0.2965
H: -2.290 1.425 2.246  0.3283
H: -1.958 2.014 0.667  0.3458
H: 1.001 -0.127 1.181  0.4523
H: 0.021 -1.045 -1.841  0.2984
H: 2.051 -1.799 -1.125  0.3695
H: 1.046 -2.407 0.449  0.2029
H: 2.443 1.776 -1.487  0.2172
H: 2.384 0.409 -0.599  0.4262
O: 2.254 0.912 -1.630  -0.7754

Calculated values
Total charge: -1
Gap between HOMO and LUMO: 8.35 eV
Lowest unoccupied orbital energy: 0.1528 Ha



Stability summary - winner: *P*; margin: 30.5 kcal/mol.